# 1
The following is a DFT calculation (ωB97M-V with the def2-TZVPD basis set) of C29H24N5PdSeSi as an isolated structure.

XYZ file:
```
61
Properties=species:S:1:pos:R:3:lowdin_charge:R:1
Pd 0.068 0.178 0.652 0.7342
C 4.690 0.048 -2.818 -0.1538
C 5.161 -0.347 -1.569 -0.1360
C 4.320 -0.498 -0.481 -0.0551
C 2.930 -0.245 -0.594 -0.3200
C 2.462 0.117 -1.880 -0.0816
C 3.322 0.268 -2.951 -0.1292
N 2.071 -0.327 0.456 -0.1752
N 2.609 -0.924 1.597 0.0150
C 1.710 -1.235 2.466 -0.3949
C 2.095 -1.863 3.718 -0.0556
C 1.180 -2.172 4.655 -0.1290
C -0.203 -1.883 4.426 -0.1238
C -0.540 -1.302 3.245 -0.2042
N 0.339 -0.980 2.261 -0.0818
H 5.360 0.157 -3.661 0.0754
H 6.221 -0.541 -1.437 0.0862
H 4.704 -0.805 0.479 0.0771
H 1.397 0.239 -2.027 0.0543
H 2.912 0.545 -3.917 0.0894
H 3.151 -2.056 3.854 0.0938
H 1.491 -2.636 5.585 0.0877
H -0.968 -2.116 5.151 0.0783
H -1.578 -1.087 3.034 0.0663
Se -0.653 2.383 -2.094 1.2183
N 0.205 1.832 -0.621 -0.3455
C 1.163 2.720 -0.361 -0.3481
C 2.101 2.659 0.725 -0.0227
C 3.028 3.637 0.833 -0.0634
C 3.101 4.731 -0.098 -0.0824
C 2.239 4.832 -1.132 -0.0353
C 1.241 3.815 -1.298 -0.3872
N 0.366 3.802 -2.285 -0.2327
H 2.072 1.828 1.414 0.0892
H 3.746 3.590 1.642 0.1032
H 3.867 5.485 0.038 0.0977
H 2.282 5.642 -1.846 0.1065
C -3.533 0.724 -3.836 -0.1145
C -2.598 -0.238 -3.474 -0.1147
C -2.249 -0.396 -2.140 -0.1681
C -2.828 0.385 -1.131 -0.4069
C -3.788 1.321 -1.518 -0.1584
C -4.132 1.500 -2.852 -0.1168
Si -2.256 0.120 0.673 0.5798
C -2.897 -1.653 0.961 -0.3541
C -2.122 -2.778 0.668 -0.1221
C -2.630 -4.062 0.808 -0.0926
C -3.930 -4.255 1.257 -0.1114
C -4.717 -3.153 1.562 -0.1076
C -4.201 -1.872 1.411 -0.1216
H -3.798 0.861 -4.877 0.0946
H -2.127 -0.852 -4.232 0.1016
H -1.498 -1.135 -1.874 0.0967
H -4.261 1.940 -0.763 0.0922
H -4.868 2.247 -3.127 0.0957
H -3.245 0.937 1.447 -0.0399
H -1.092 -2.650 0.351 0.0877
H -2.003 -4.915 0.579 0.0970
H -4.324 -5.257 1.377 0.0910
H -5.731 -3.291 1.918 0.0913
H -4.830 -1.020 1.651 0.0862
```

The LUMO energy comes out at 1.51 eV. As for the total charge: -1. The value obtained for the HOMO energy is -0.0986 Eh. The energy comes out at -114617.6126 eV. The energy relative to the best compared isomer or geometry (same formula, charge and spin) is 0.0 kcal per mole. For the largest force on an atom, the calculation gives 0.38 eV Å⁻¹.

# 2
The following is a DFT calculation (ωB97M-V with the def2-TZVPD basis set) of a 2-piece molecular cluster, C29H24O2 overall at a distorted geometry.

XYZ file:
```
55
Properties=species:S:1:pos:R:3:lowdin_charge:R:1
C -3.472 0.716 -2.644 -0.0423
C -2.687 1.801 -1.933 -0.4877
C -3.010 2.037 -0.557 0.0005
C -2.420 3.043 0.244 -0.2254
C -1.477 3.964 -0.296 -0.0199
C -0.866 4.924 0.489 -0.0889
C -1.167 5.005 1.856 -0.0999
C -2.105 4.121 2.420 -0.1056
C -2.737 3.169 1.631 -0.0487
O -1.798 2.398 -2.576 -0.0200
H -4.500 0.650 -2.279 0.0701
H -3.467 0.911 -3.719 0.0772
H -2.980 -0.249 -2.473 0.0728
H -3.791 1.412 -0.128 0.0989
H -1.234 3.868 -1.349 0.0915
H -0.149 5.604 0.028 0.1007
H -0.678 5.756 2.476 0.0923
H -2.341 4.184 3.484 0.0965
H -3.482 2.486 2.044 0.1040
C -1.145 -6.452 1.902 -0.0588
O -1.246 -5.161 2.558 -0.0750
C -0.749 -4.101 1.871 -0.2546
C -0.755 -2.834 2.513 0.0163
C -0.197 -1.744 1.881 -0.0081
C 0.391 -1.865 0.594 -0.1494
C 1.133 -0.810 -0.028 -0.0086
C 1.358 -0.695 -1.453 -0.1157
C 2.478 0.184 -1.666 -0.1011
C 2.976 0.388 -2.945 -0.0058
C 2.313 -0.205 -4.032 -0.0597
C 1.171 -1.004 -3.833 -0.0631
C 0.697 -1.264 -2.540 -0.0159
C 2.897 0.690 -0.366 -0.1007
C 2.026 0.115 0.637 -0.0969
C 2.222 0.423 1.981 -0.0032
C 3.258 1.302 2.333 -0.0691
C 4.123 1.829 1.356 -0.0637
C 3.951 1.511 -0.002 -0.0104
C 0.337 -3.128 -0.047 -0.0074
C -0.208 -4.233 0.570 -0.0094
H -1.569 -7.151 2.619 0.0925
H -1.719 -6.467 0.964 0.0958
H -0.097 -6.710 1.686 0.0980
H -1.185 -2.762 3.512 0.1242
H -0.212 -0.770 2.367 0.1118
H 3.864 1.008 -3.071 0.1132
H 2.679 -0.039 -5.047 0.1050
H 0.652 -1.440 -4.690 0.1058
H -0.182 -1.885 -2.370 0.1121
H 1.575 -0.013 2.736 0.0959
H 3.396 1.573 3.382 0.1044
H 4.934 2.494 1.658 0.1041
H 4.615 1.889 -0.780 0.1136
H 0.776 -3.269 -1.032 0.1128
H -0.199 -5.201 0.063 0.1051
```

The LUMO energy comes out at -2.92 eV. The value obtained for the HOMO energy is -0.1993 Eh. The energy comes out at -34553.9820 eV. The energy relative to the best compared isomer or geometry (same formula, charge and spin) is 44.2 kcal per mole. For the largest force on an atom, the calculation gives 1.18 eV Å⁻¹.

# 3
The following is a DFT calculation (ωB97M-V with the def2-TZVPD basis set) of C29H25Br2Cl5NO4PY as an isolated structure.

XYZ file:
```
68
Properties=species:S:1:pos:R:3:lowdin_charge:R:1
Y -0.626 -0.358 -0.945 1.3152
C 3.615 -1.970 -1.852 -0.0278
C 2.991 -1.404 -0.607 -0.2657
C 1.778 -1.890 -0.123 -0.1219
C 1.179 -1.339 1.017 -0.1640
C 1.784 -0.276 1.675 -0.0648
C 3.006 0.195 1.214 -0.0495
C 3.603 -0.368 0.093 -0.0230
H 4.675 -2.177 -1.701 0.0919
H 3.539 -1.253 -2.674 0.0824
H 3.125 -2.893 -2.161 0.0832
H 1.304 -2.733 -0.620 0.0728
H 0.266 -1.783 1.414 0.0729
H 1.322 0.152 2.556 0.1054
H 3.502 1.005 1.734 0.1207
H 4.559 0.012 -0.250 0.1291
Br 0.153 -0.957 -3.897 0.6990
C 0.480 0.895 -4.376 -0.9552
Br -0.898 2.072 -3.736 0.6820
H 0.507 0.942 -5.455 0.0143
H 1.408 1.179 -3.903 -0.0033
C -3.185 1.964 1.257 -0.2481
P -2.847 0.228 0.845 0.8550
C -4.497 -0.516 0.662 -0.2404
C -2.182 -0.504 2.373 -0.3875
C -2.273 -1.885 2.559 -0.1200
C -1.677 -2.487 3.658 -0.0690
C -0.981 -1.716 4.581 -0.0624
C -0.888 -0.342 4.405 -0.0783
C -1.481 0.264 3.305 -0.1010
H -2.246 2.510 1.334 0.0261
H -3.752 2.054 2.183 0.0628
H -3.760 2.399 0.439 0.0540
H -5.101 -0.349 1.554 0.0645
H -4.403 -1.588 0.485 0.0355
H -4.993 -0.072 -0.202 0.0442
H -2.805 -2.499 1.842 0.0901
H -1.758 -3.558 3.790 0.1134
H -0.521 -2.186 5.441 0.1119
H -0.356 0.263 5.129 0.1124
H -1.398 1.337 3.180 0.1022
O 1.212 0.924 -1.527 -0.1940
C 0.910 1.842 -0.698 -0.6036
O -0.180 1.757 -0.043 -0.1382
C 1.831 2.982 -0.501 -0.1227
C 1.468 4.058 0.303 0.0151
C 2.351 5.110 0.493 -0.0286
C 3.602 5.085 -0.108 0.0274
C 3.939 4.000 -0.896 -0.1185
C 3.076 2.950 -1.110 0.0611
N 5.277 3.952 -1.523 -0.3486
O 5.561 2.955 -2.155 0.0825
O 6.001 4.909 -1.364 0.1027
H 0.493 4.060 0.773 0.1225
H 2.070 5.951 1.112 0.1177
H 4.314 5.886 0.026 0.1284
H 3.373 2.115 -1.728 0.1271
Cl -3.075 -0.452 -2.609 0.6026
C -3.024 -2.114 -2.002 -0.7122
C -1.940 -2.444 -1.206 -0.3171
C -1.969 -3.749 -0.720 -0.7013
Cl -0.680 -4.282 0.323 0.7135
C -2.992 -4.653 -1.010 -0.7069
Cl -2.968 -6.245 -0.372 0.7115
C -4.052 -4.250 -1.827 -0.7019
Cl -5.318 -5.341 -2.201 0.7253
C -4.077 -2.955 -2.335 -0.7200
Cl -5.374 -2.418 -3.321 0.7170
```

The LUMO energy comes out at -3.03 eV. As for the total charge: +1. The value obtained for the HOMO energy is -0.4240 Eh. The energy comes out at -253183.9843 eV. The energy relative to the best compared isomer or geometry (same formula, charge and spin) is 1.5 kcal per mole. For the largest force on an atom, the calculation gives 0.33 eV Å⁻¹.